A) Below is a single C3H7NO2 molecule, with properties calculated with ωB97M-V/def2-TZVPD.

Positions of all 13 atoms, in Å:
C1 -0.74450 -1.46759 -1.44971
C2 0.30699 0.09479 -0.03031
C3 1.71720 0.41070 0.58251
H1 -1.01666 -2.34072 -0.70604
H2 -0.38321 -1.87625 -2.55168
H3 -1.82122 -0.73408 -1.56690
H4 1.88270 1.54607 1.04900
H5 1.94108 -0.25479 1.51359
H6 2.46679 0.23493 -0.32894
H7 -1.79905 1.48832 1.63338
N1 -0.80803 0.37516 0.51831
O1 0.44919 -0.82622 -1.04690
O2 -0.86073 1.46159 1.38620

## Properties
* orbital gap: 10.030 eV
* spin multiplicity: 1
* charge: 0
* SMILES: CO/C(C)=N/O

B) Below is a single C3H7NO2 molecule, with properties calculated with ωB97M-V/def2-TZVPD.

Positions of all 13 atoms, in Å:
C1 -1.82223 -1.14211 0.36289
O1 -0.91195 -0.27043 -0.32853
C2 0.03106 0.20521 0.46057
O2 0.06761 -0.01397 1.67170
C3 1.25377 0.89717 -0.00730
N1 1.73323 0.83396 -1.38717
H1 -2.36829 -1.67512 -0.41171
H2 -2.50157 -0.55370 0.98291
H3 -1.26542 -1.83243 1.00241
H4 1.55060 0.43497 1.09823
H5 1.26751 1.93183 0.33335
H6 1.86501 -0.11038 -1.72760
H7 1.10066 1.29501 -2.04975

## Properties
* orbital gap: 10.454 eV
* spin multiplicity: 1
* charge: 0
* SMILES: COC(=O)CN

B) (0.0750 hartree below the next structure)

A) Below is a 2-piece molecular cluster, C5H15NO overall, with properties calculated with ωB97M-V/def2-TZVPD.

Positions of all 22 atoms, in Å:
C1 0.55486 -0.02362 0.81024
N1 0.01398 0.98664 -0.21517
C2 0.78531 2.17393 -0.39352
C3 0.26978 2.59948 -1.76370
C4 -1.33604 1.26978 0.38505
C5 0.46422 -1.35705 0.11060
H1 1.65628 0.14938 0.78059
H2 0.23689 -0.05903 1.78253
H3 0.58533 2.88999 0.46162
H4 1.84003 1.89570 -0.39545
H5 -0.40352 3.38020 -1.38910
H6 -0.36015 2.01514 -2.37161
H7 0.98910 3.29276 -2.20875
H8 -2.00237 0.45923 0.29668
H9 -1.47311 1.76939 1.36330
H10 -1.80378 2.05828 -0.28397
H11 1.35462 -1.30533 -0.52356
H12 -0.47241 -1.71897 -0.21556
H13 0.67449 -2.30892 0.79150
H14 -0.45010 -6.75800 0.68407
H15 -0.90591 -5.60404 1.48733
O1 -0.21750 -5.80494 0.80689

## Properties
* orbital gap: 9.512 eV
* spin multiplicity: 1
* charge: 0
* SMILES: CCN(C)CC.O

B) Below is a 2-piece molecular cluster, C5H15NO overall, with properties calculated with ωB97M-V/def2-TZVPD.

Positions of all 22 atoms, in Å:
C1 -0.59911 -1.93525 -0.61020
C2 -2.09332 -1.96164 -0.91673
C3 0.09543 -0.65484 -1.15827
N1 0.79915 0.20005 -0.18296
C4 -0.12614 0.64905 0.87206
C5 0.54879 1.61567 1.85055
H1 -0.07328 -2.76121 -1.11009
H2 -0.39582 -2.02205 0.44799
H3 -2.53138 -1.23076 -0.22423
H4 -2.35016 -1.80993 -1.95432
H5 -2.47188 -2.91401 -0.52480
H6 0.87188 -0.91797 -1.87910
H7 -0.65611 0.01208 -1.58417
H8 1.50585 -0.34563 0.30928
H9 -0.48494 -0.16661 1.50631
H10 -0.91441 1.20139 0.34870
H11 0.14262 1.55335 2.86526
H12 0.56312 2.69726 1.67844
H13 1.61263 1.33973 1.92295
H14 2.40094 3.13935 -0.24124
H15 1.74688 1.86204 -0.49339
O1 2.40926 2.44993 -0.92203

## Properties
* orbital gap: 10.321 eV
* spin multiplicity: 1
* charge: 0
* SMILES: CCCNCC.O

C) Below is a 2-piece molecular cluster, C5H15NO overall, with properties calculated with ωB97M-V/def2-TZVPD.

Positions of all 22 atoms, in Å:
C1 0.76503 0.72783 -1.21454
N1 -0.14729 0.87786 -0.09127
C2 0.44774 1.12617 1.20696
C3 -0.88132 -1.55715 0.04450
C4 -1.24996 -0.05134 -0.13120
C5 -2.41210 0.35833 0.76013
H1 0.34414 0.94263 -2.19836
H2 1.56005 1.42960 -0.94998
H3 1.21903 -0.26611 -1.31890
H4 1.22359 1.87896 1.12550
H5 0.72146 0.18572 1.70271
H6 -0.36150 1.55746 1.80111
H7 -1.25869 -2.15736 -0.76984
H8 -1.29821 -1.94261 0.97654
H9 0.20600 -1.63998 0.06948
H10 -1.58547 0.02029 -1.17092
H11 -3.33518 -0.08111 0.37930
H12 -2.28566 0.07735 1.77868
H13 -2.52488 1.44154 0.73248
H14 3.70750 -0.40850 -0.36116
H15 3.72042 -1.26628 -1.64289
O1 3.42530 -1.25329 -0.72834

## Properties
* orbital gap: 8.658 eV
* spin multiplicity: 1
* charge: 0
* SMILES: CC(C)N(C)C.O

D) Below is a 2-piece molecular cluster, C5H15NO overall, with properties calculated with ωB97M-V/def2-TZVPD.

Positions of all 22 atoms, in Å:
C1 -1.42214 0.04889 -2.01325
C2 -1.15530 0.03099 -0.51069
N1 -0.04023 -0.84077 -0.15784
C3 1.79233 -1.59159 -1.69779
C4 1.30097 -0.60689 -0.63963
C5 2.31881 -0.46264 0.52831
H1 -0.68601 0.71870 -2.48699
H2 -2.36365 0.55176 -2.27174
H3 -1.32242 -0.91910 -2.49175
H4 -0.95871 1.01476 -0.11139
H5 -2.02918 -0.35775 0.02999
H6 -0.21577 -1.61647 0.44808
H7 2.71656 -1.18672 -2.12017
H8 2.04663 -2.58414 -1.32584
H9 1.06107 -1.68183 -2.49516
H10 1.30741 0.37370 -1.09663
H11 1.72993 -0.34351 1.44074
H12 3.02122 -1.28462 0.58020
H13 2.91496 0.44848 0.43927
H14 -3.74854 2.99068 4.82763
H15 -2.68638 3.54898 5.71356
O1 -3.58154 3.74911 5.41109

## Properties
* orbital gap: 8.880 eV
* spin multiplicity: 1
* charge: 0
* SMILES: CCNC(C)C.O

B) (0.0033 hartree below the next structure)

A) Below is a 2-piece molecular cluster, C5H15NO overall, with properties calculated with ωB97M-V/def2-TZVPD.

Positions of all 22 atoms, in Å:
C1 0.73826 -0.26015 -1.14779
C2 -0.42636 0.13803 -0.29727
C3 0.10958 0.65051 1.13135
C4 -0.84835 0.58977 2.50242
C5 -1.93343 1.70175 2.65874
N1 -1.23380 1.05550 -1.08492
H1 0.42013 -0.72493 -2.07561
H2 1.20179 0.69352 -1.42313
H3 1.32699 -1.10705 -0.68450
H4 -1.10918 -0.71603 -0.03382
H5 0.98754 0.02879 1.42133
H6 0.47967 1.73863 0.98060
H7 -1.42929 -0.23298 2.11145
H8 -0.31663 0.16556 3.38292
H9 -2.64859 1.31496 3.36922
H10 -1.51711 2.62895 2.97624
H11 -2.29975 2.02589 1.60360
H12 -0.61382 1.33417 -1.88956
H13 -1.36934 1.89583 -0.57906
H14 3.64662 -3.97051 -5.03140
H15 3.40536 -4.95822 -3.83972
O1 3.42973 -3.99199 -4.05110

## Properties
* orbital gap: 10.152 eV
* spin multiplicity: 1
* charge: 0
* SMILES: CCC[C@H](C)N.O

B) Below is a 2-piece molecular cluster, C5H15NO overall, with properties calculated with ωB97M-V/def2-TZVPD.

Positions of all 22 atoms, in Å:
C1 0.78090 -0.64835 -1.83742
C2 -0.74144 -0.82590 -1.91000
C3 -1.40191 0.30650 -1.09872
C4 -1.19278 0.22118 0.39761
N1 -0.02471 0.92906 0.92158
C5 0.10248 0.86424 2.35732
H1 1.02441 -0.43534 -0.80748
H2 1.03379 0.16203 -2.52708
H3 1.47120 -1.43426 -2.15286
H4 -1.06638 -0.65375 -2.93551
H5 -1.07129 -1.76359 -1.46335
H6 -1.05843 1.25353 -1.48067
H7 -2.46840 0.18243 -1.26750
H8 -2.08193 0.56831 0.94763
H9 -1.11094 -0.82164 0.72827
H10 -0.09785 1.90675 0.66730
H11 -0.39081 1.65983 2.94141
H12 -0.39047 0.01143 2.82130
H13 1.12325 0.89849 2.66949
H14 2.19175 -0.50135 0.33753
H15 2.47846 -1.05123 1.76805
O1 2.89109 -0.82837 0.92310

## Properties
* orbital gap: 9.946 eV
* spin multiplicity: 1
* charge: 0
* SMILES: CCCCNC.O

C) Below is a 2-piece molecular cluster, C5H15NO overall, with properties calculated with ωB97M-V/def2-TZVPD.

Positions of all 22 atoms, in Å:
C1 -0.13103 1.42501 2.86922
C2 0.60850 0.44500 1.88716
N1 -0.20421 -0.23067 0.91785
C3 0.33883 -0.51061 -0.42210
C4 -0.47389 0.20697 -1.48879
C5 -1.42358 -0.92710 1.33149
H1 -1.12839 1.02347 2.72935
H2 -0.19371 2.48370 2.59130
H3 0.28071 1.48591 3.86881
H4 1.35190 1.06180 1.38037
H5 1.11911 -0.30071 2.53927
H6 1.41900 -0.56060 -0.28178
H7 0.09570 -1.60103 -0.54169
H8 -0.53284 1.28972 -1.43906
H9 -0.06891 0.04599 -2.49893
H10 -1.42424 -0.29131 -1.36465
H11 -1.99995 -0.31155 1.99058
H12 -2.03726 -1.06307 0.42572
H13 -1.10818 -1.93096 1.63353
H14 1.76257 -1.21790 -4.98499
H15 1.50461 0.04154 -5.65246
O1 2.24524 -0.56359 -5.49021

## Properties
* orbital gap: 8.407 eV
* spin multiplicity: 1
* charge: 0
* SMILES: CCN(C)CC.O

D) Below is a 2-piece molecular cluster, C5H15NO overall, with properties calculated with ωB97M-V/def2-TZVPD.

Positions of all 22 atoms, in Å:
C1 -0.29785 0.47347 -1.72560
C2 -1.23720 -0.67412 -1.26249
C3 -1.31856 -0.76577 0.25033
C4 -0.04439 -1.48646 0.82011
N1 0.97414 -0.48843 1.06146
C5 2.30040 -1.02302 1.42536
H1 -0.42012 1.37345 -1.13565
H2 -0.48003 0.75001 -2.78456
H3 0.71304 0.09235 -1.78008
H4 -2.24135 -0.41546 -1.63426
H5 -1.05214 -1.64320 -1.72755
H6 -1.46454 0.18053 0.75835
H7 -2.17938 -1.43316 0.41626
H8 -0.34503 -2.07083 1.69324
H9 0.16617 -2.27630 0.09135
H10 0.69794 0.10965 1.83174
H11 2.29388 -1.61814 2.32810
H12 2.66390 -1.54301 0.53606
H13 2.97169 -0.20256 1.67747
H14 -0.33096 4.02600 -1.05116
H15 -1.08503 4.46306 0.32013
O1 -0.28461 4.17191 -0.10861

## Properties
* orbital gap: 9.553 eV
* spin multiplicity: 1
* charge: 0
* SMILES: CCCCNC.O

B) (0.0041 hartree below the next structure)

A) Below is a 2-piece molecular cluster, C5H15NO overall, with properties calculated with ωB97M-V/def2-TZVPD.

Positions of all 22 atoms, in Å:
C1 -1.67688 -2.27270 -0.50864
N1 -0.25493 -2.05039 -0.72131
C2 0.02853 -1.50277 -2.04954
H1 -1.79902 -2.79904 0.50139
H2 -2.18342 -1.30320 -0.46073
H3 -2.17070 -2.90554 -1.30546
H4 0.26819 -2.94340 -0.64086
H5 0.25298 -0.79935 0.37848
H6 -0.43117 -2.11001 -2.93390
H7 1.07871 -1.36596 -2.19055
H8 -0.41591 -0.49974 -2.09883
C3 -0.20543 0.93622 1.24016
O1 0.61307 -0.22171 1.11401
C4 0.41369 2.16817 0.61588
C5 1.68645 2.62216 1.31999
H9 -0.39486 1.11674 2.31884
H10 -1.22119 0.74985 0.75571
H11 -0.28150 2.96919 0.58965
H12 0.62154 1.96629 -0.42408
H13 2.15269 3.51524 0.85780
H14 2.46676 1.85709 1.27341
H15 1.45240 2.87286 2.36858

## Properties
* orbital gap: 10.334 eV
* spin multiplicity: 1
* charge: 0
* SMILES: CCCO.CNC

B) Below is a 2-piece molecular cluster, C5H15NO overall, with properties calculated with ωB97M-V/def2-TZVPD.

Positions of all 22 atoms, in Å:
C1 1.64184 1.43194 -1.40271
C2 0.66554 1.13894 -0.28304
C3 1.10562 -0.00247 0.74328
C4 0.29201 -0.00334 1.97067
C5 1.08516 -1.43299 0.00158
N1 -0.63214 0.89897 -0.89576
H1 1.59317 0.68614 -2.16343
H2 2.67031 1.25579 -1.25055
H3 1.45374 2.43298 -1.73029
H4 0.55337 2.00956 0.38743
H5 2.00378 0.43525 1.14550
H6 0.51325 0.78313 2.69673
H7 -0.76124 0.07530 1.84696
H8 0.57047 -0.74297 2.64842
H9 1.17729 -1.32212 -1.10337
H10 0.25411 -1.91478 0.36575
H11 2.01774 -1.95465 0.33220
H12 -1.41813 1.59235 -0.75363
H13 -1.06922 -0.08002 -0.92219
H14 -5.08532 -1.30503 -0.97188
H15 -3.88619 -2.18560 -0.44256
O1 -4.74514 -1.79639 -0.21909

## Properties
* orbital gap: 9.376 eV
* spin multiplicity: 1
* charge: 0
* SMILES: CC(C)[C@@H](C)N.O

A) (0.0266 hartree below the next structure)

A) Below is an isolated ion of composition C5H12NO and charge -1, with properties calculated with ωB97M-V/def2-TZVPD.

Positions of all 19 atoms, in Å:
C1 -1.77212 0.50498 -0.10620
N1 -0.42396 0.95395 0.22483
C2 0.11061 0.42411 1.45359
C3 0.88246 -0.91273 1.17635
C4 1.99739 -0.61728 0.10030
O1 1.46865 -0.44190 -1.11229
C5 -1.97007 0.24659 -1.59968
H1 -2.46843 1.30595 0.11376
H2 -2.09662 -0.30052 0.52968
H3 0.20300 0.63237 -0.52367
H4 -0.62333 0.16915 2.22888
H5 0.82873 1.15116 1.77578
H6 0.17085 -1.47957 0.57351
H7 0.95864 -1.52837 2.07149
H8 2.71771 -1.45970 0.12187
H9 2.52447 0.28448 0.48395
H10 -1.50248 1.06368 -2.13372
H11 -3.05528 0.18047 -1.72405
H12 -1.47034 -0.70012 -1.84498

## Properties
* orbital gap: 6.716 eV
* spin multiplicity: 1
* charge: -1
* SMILES: CCNCCC[O-]

B) Below is an isolated ion of composition C5H12NO and charge -1, with properties calculated with ωB97M-V/def2-TZVPD.

Positions of all 19 atoms, in Å:
C1 1.69942 0.24773 -0.14753
O1 2.19017 -0.84200 0.43935
C2 0.24954 0.13416 -0.69378
C3 -0.68098 -0.37451 0.42720
C4 -1.44367 0.72046 1.16507
C5 -1.60244 -1.53409 0.06999
N1 -0.21571 1.41632 -1.26777
H1 2.28386 0.59529 -1.04247
H2 1.66740 1.11314 0.57964
H3 0.26413 -0.67673 -1.42278
H4 0.03649 -0.70207 1.18394
H5 -2.07607 0.34777 1.97454
H6 -2.04570 1.32179 0.45992
H7 -0.76164 1.48111 1.56034
H8 -1.08813 -2.29530 -0.50467
H9 -1.93935 -1.99324 0.99942
H10 -2.47466 -1.14084 -0.45467
H11 0.06147 2.10997 -0.56881
H12 0.47394 1.64852 -1.98475

## Properties
* orbital gap: 6.442 eV
* spin multiplicity: 1
* charge: -1
* SMILES: CC(C)[C@@H](N)C[O-]

B) (0.0207 hartree below the next structure)

A) Below is an isolated ion of composition C5H12NO and charge -1, with properties calculated with ωB97M-V/def2-TZVPD.

Positions of all 19 atoms, in Å:
C1 0.54092 -1.25706 -1.41482
O1 -0.60425 -1.81908 -1.82369
C2 0.27602 0.14401 -0.76745
C3 -0.20552 -0.06076 0.68192
C4 -1.20324 1.01533 1.13381
C5 0.96050 -0.08778 1.63836
N1 -0.76635 0.78175 -1.58088
H1 1.12350 -1.82980 -0.64387
H2 1.27031 -1.12494 -2.25553
H3 1.12690 0.83191 -0.75985
H4 -0.65590 -1.05381 0.67524
H5 -1.29600 1.01832 2.22081
H6 -0.69753 1.95918 0.92757
H7 -2.08917 0.95277 0.54557
H8 1.74413 -0.78908 1.35196
H9 0.60150 -0.35387 2.63524
H10 1.44969 0.89613 1.74014
H11 -0.30641 0.86405 -2.48769
H12 -1.26910 -0.08730 -1.81684

## Properties
* orbital gap: 6.778 eV
* spin multiplicity: 1
* charge: -1
* SMILES: CC(C)[C@H](N)C[O-]

B) Below is a 2-piece molecular cluster, C5H12NO overall, with properties calculated with ωB97M-V/def2-TZVPD.

Positions of all 19 atoms, in Å:
C1 -0.67740 -1.02338 -1.64719
O1 0.02467 0.08892 -1.85943
C2 -2.21255 -0.82793 -1.79823
H1 -0.62290 -1.41496 -0.57191
H2 -0.38657 -1.91499 -2.26380
H3 -2.77796 -1.73026 -1.51917
H4 -2.46449 -0.54804 -2.82605
H5 -2.48745 -0.00986 -1.12861
C3 1.55686 2.08474 0.33260
C4 1.20040 0.69692 0.76592
C5 0.84266 0.31210 1.99554
N1 0.35778 -0.95766 2.30829
H6 1.11288 2.88099 0.93240
H7 2.64270 2.16421 0.23757
H8 1.09520 2.23220 -0.64884
H9 1.09672 -0.02520 -0.04206
H10 0.85378 0.96093 2.86867
H11 0.42023 -1.28285 3.24811
H12 0.42544 -1.68587 1.61620

## Properties
* orbital gap: 6.366 eV
* spin multiplicity: 1
* charge: -1

C) Below is an isolated ion of composition C5H12NO and charge -1, with properties calculated with ωB97M-V/def2-TZVPD.

Positions of all 19 atoms, in Å:
C1 -0.08266 -1.03822 -1.32049
C2 0.03564 0.11640 -0.34956
C3 -0.09406 1.47810 -1.10023
C4 1.06752 1.81920 -2.01904
N1 -0.82879 -0.00446 0.79875
C5 -0.62640 -1.20248 1.75629
O1 0.41714 -1.14270 2.53506
H1 0.28670 -0.75545 -2.30802
H2 0.63206 -1.81193 -1.03174
H3 -1.05592 -1.53531 -1.23622
H4 1.11834 0.21421 -0.08658
H5 -1.11633 1.52078 -1.50370
H6 -0.10223 2.30499 -0.38047
H7 1.23874 1.09889 -2.82926
H8 1.99167 1.89254 -1.44985
H9 0.75800 2.71102 -2.58460
H10 -0.55330 0.76620 1.40175
H11 -1.63389 -1.24124 2.25275
H12 -0.70018 -2.07330 1.04225

## Properties
* orbital gap: 6.210 eV
* spin multiplicity: 1
* charge: -1
* SMILES: CC[C@H](C)NC[O-]

A) (0.0153 hartree below the next structure)